Arrangement a

ORCA calculation (ωB97M-V/def2-TZVPD) on a molecular structure, C6H9N.

The geometry in XYZ format:
```
16
C6H9N (ωB97M-V/def2-TZVPD)
H -2.034 -1.685 -0.424
H 2.685 -0.083 0.621
H -1.676 -0.114 1.726
H 1.427 1.154 0.772
C -0.933 1.005 -0.215
C -0.292 -0.087 -1.098
C 0.054 -1.121 0.610
C -1.132 -1.118 -0.275
H -1.928 1.213 -0.626
H 0.376 -1.838 1.359
H -0.210 0.014 -2.182
C -1.060 -0.091 0.835
H -0.405 1.943 -0.016
N 0.936 -0.579 -0.407
H 2.315 0.964 -0.762
C 1.876 0.422 0.082
```

## Properties
- Highest occupied orbital energy: -8.5586 eV
- Total charge: 0
- Frontier orbital gap: 0.3573 hartree

---

Arrangement b

ORCA calculation (ωB97M-V/def2-TZVPD) on C6H9N in the gas phase.

The geometry in XYZ format:
```
16
C6H9N (ωB97M-V/def2-TZVPD)
N 0.710 1.209 0.600
H 2.878 -1.390 0.265
C -2.457 -0.410 -0.375
H 1.893 -0.477 -0.988
H 1.327 2.001 0.687
C -0.640 1.273 0.316
H -3.164 0.415 -0.258
H 3.274 0.364 0.105
H -1.193 2.189 0.439
C 2.494 -0.407 -0.031
C -1.070 0.012 -0.016
H -2.514 -0.760 -1.413
H 0.118 -1.902 -0.157
H -2.779 -1.236 0.266
C 0.057 -0.840 0.069
C 1.133 -0.073 0.464
```

## Properties
- Highest occupied orbital energy: -7.5111 eV
- Total charge: 0
- Frontier orbital gap: 0.3138 hartree
- SMILES string: Cc1c[nH]c(C)c1

---

Which structure is the most stable? The one labeled arrangement b.

---

Arrangement a

ORCA calculation (ωB97M-V/def2-TZVPD) on C6H9N in the gas phase.

The geometry in XYZ format:
```
16
C6H9N (ωB97M-V/def2-TZVPD)
H -1.706 0.854 2.356
H 0.106 1.829 -0.268
C 0.004 0.757 -0.175
H 2.731 -0.631 -1.829
H 0.762 -2.440 -0.531
C -1.014 0.114 0.476
C -2.084 0.710 1.336
H 2.121 1.035 -1.928
H -2.992 0.100 1.392
N -0.775 -1.230 0.354
C 2.243 0.170 -1.267
C 0.918 -0.211 -0.675
H 2.927 0.482 -0.466
H -2.352 1.694 0.940
C 0.396 -1.439 -0.347
H -1.364 -1.954 0.731
```

## Properties
- Highest occupied orbital energy: -7.8100 eV
- Total charge: 0
- Frontier orbital gap: 0.3259 hartree
- SMILES string: Cc1c[nH]c(C)c1

---

Arrangement b

ORCA calculation (ωB97M-V/def2-TZVPD) on C6H9N in the gas phase.

The geometry in XYZ format:
```
16
C6H9N (ωB97M-V/def2-TZVPD)
H -0.358 0.571 -1.697
C 0.527 -0.112 -0.113
H 0.493 2.057 0.449
N 2.403 -1.859 -0.638
H -2.198 0.837 0.256
C -1.736 -0.135 0.061
H 1.801 1.123 1.156
H -2.533 -0.890 0.134
C -0.786 -0.229 -1.149
H -0.922 -1.189 -1.671
C 1.216 1.263 0.229
C -0.524 -0.488 0.937
H -0.439 0.045 1.876
C 1.583 -1.079 -0.386
H -0.458 -1.566 1.063
H 1.933 1.653 -0.509
```

## Properties
- Highest occupied orbital energy: -9.9387 eV
- Total charge: 0
- Frontier orbital gap: 0.3957 hartree
- SMILES string: CC1(C#N)CCC1

---

Which structure is the most stable? The one labeled arrangement a.

---

Arrangement a

ORCA calculation (ωB97M-V/def2-TZVPD) on C6H9N in the gas phase.

The geometry in XYZ format:
```
16
C6H9N (ωB97M-V/def2-TZVPD)
N 0.684 -0.382 1.039
H 1.105 -0.648 1.913
H 1.788 0.830 -2.565
H -1.791 0.037 -1.049
C -0.859 0.006 -0.491
C 1.327 0.206 -0.005
C -0.653 -0.517 0.782
H -1.779 -2.153 1.737
H 0.945 2.278 -2.034
H -2.296 -0.529 2.242
C 0.814 1.208 -2.234
H 2.391 0.387 0.018
H 0.121 1.112 -3.074
H -0.763 -1.184 2.785
C 0.405 0.476 -0.981
C -1.439 -1.128 1.919
```

## Properties
- Highest occupied orbital energy: -7.8015 eV
- Total charge: 0
- Frontier orbital gap: 0.3242 hartree
- SMILES string: Cc1c[nH]c(C)c1

---

Arrangement b

ORCA calculation (ωB97M-V/def2-TZVPD) on C6H9N in the gas phase.

The geometry in XYZ format:
```
16
C6H9N (ωB97M-V/def2-TZVPD)
C -1.260 0.027 0.972
H 0.237 0.968 -2.017
N 1.749 0.016 -0.607
H -1.972 -1.737 -0.249
C -0.295 -0.286 -0.127
C 1.358 1.359 -0.028
H 0.811 1.571 0.897
H 1.000 -2.009 -0.514
C -1.708 -0.686 -0.279
H -2.255 -0.080 -0.996
H 1.387 -1.280 1.061
C 0.493 0.688 -0.998
C 0.993 -1.074 0.062
H -1.565 1.053 1.158
H 2.175 2.038 -0.212
H -1.148 -0.570 1.876
```

## Properties
- Highest occupied orbital energy: -9.0646 eV
- Total charge: 0
- Frontier orbital gap: 0.3729 hartree
- SMILES string: C1[C@H]2N1CC21CC1

---

Arrangement c

ORCA calculation (ωB97M-V/def2-TZVPD) on C6H9N in the gas phase.

The geometry in XYZ format:
```
16
C6H9N (ωB97M-V/def2-TZVPD)
C -2.127 0.421 1.728
C 0.083 -0.650 2.118
C 1.236 0.671 -0.929
H 1.831 1.565 -0.754
C 0.393 0.553 -2.145
H 0.212 -1.723 1.931
H -0.577 -1.210 -0.521
N -0.202 0.860 -0.859
H -1.996 -0.155 -0.677
H 1.027 -0.143 1.890
H 0.244 -0.450 -2.549
C -0.982 -0.212 -0.264
H 1.654 -0.254 -0.526
H 0.366 1.351 -2.881
H -0.129 -0.512 3.182
C -1.033 -0.114 1.256
```

## Properties
- Highest occupied orbital energy: -9.5527 eV
- Total charge: 0
- Frontier orbital gap: 0.3486 hartree

---

Which structure is the most stable? The one labeled arrangement a.

---

Arrangement a

ORCA calculation (ωB97M-V/def2-TZVPD) on 2 unconnected molecules or ions with the total composition C2H9NO2.

The geometry in XYZ format:
```
14
C2H9NO2 (ωB97M-V/def2-TZVPD)
O 2.493 -0.767 0.284
H -0.847 2.017 0.086
H -2.956 -0.712 1.095
H -3.506 -1.453 -0.045
H 1.406 1.636 0.366
H -1.153 0.415 -0.328
H 0.496 0.465 1.293
N -0.532 1.209 -0.427
C 0.716 0.798 0.270
H 3.040 -1.363 -0.233
H 0.639 -1.148 -0.567
O -2.860 -0.765 0.141
C 1.369 -0.336 -0.475
H 1.697 0.003 -1.460
```

## Properties
- Highest occupied orbital energy: -9.0870 eV
- Total charge: 0
- Frontier orbital gap: 0.3573 hartree
- SMILES string: NCCO.O

---

Arrangement b

ORCA calculation (ωB97M-V/def2-TZVPD) on 2 unconnected molecules or ions with the total composition C2H9NO2.

The geometry in XYZ format:
```
14
C2H9NO2 (ωB97M-V/def2-TZVPD)
H -1.807 0.985 -0.220
H -0.231 0.920 1.789
C -0.855 0.519 0.053
H 1.024 -2.554 2.467
O -0.199 1.398 0.980
H -0.651 0.771 -2.967
H 0.774 -0.500 -0.817
H 0.648 1.176 -1.357
C 0.077 0.276 -1.142
H -1.569 -0.347 -2.187
H -1.147 -0.460 0.450
H 1.788 -2.129 1.360
O 1.460 -1.741 2.174
N -0.609 -0.077 -2.416
```

## Properties
- Highest occupied orbital energy: -9.3592 eV
- Total charge: 0
- Frontier orbital gap: 0.3670 hartree
- SMILES string: NCCO.O

---

Arrangement c

ORCA calculation (ωB97M-V/def2-TZVPD) on 2 unconnected molecules or ions with the total composition C2H9NO2.

The geometry in XYZ format:
```
14
C2H9NO2 (ωB97M-V/def2-TZVPD)
O -1.863 0.549 -2.505
C -1.315 0.332 -1.073
H 0.186 1.875 -1.067
H -1.446 -0.760 -0.956
N 0.835 0.302 0.186
H 0.785 -0.657 0.540
O 2.094 -1.862 3.378
H 1.716 0.263 -0.497
H -1.170 0.375 -3.183
H -0.778 1.579 0.497
H -2.136 0.840 -0.541
H 1.297 -1.679 2.759
H 2.879 -2.062 2.758
C -0.189 1.104 -0.361
```

## Properties
- Highest occupied orbital energy: -9.3513 eV
- Total charge: 0
- Frontier orbital gap: 0.3621 hartree
- SMILES string: NCCO.O

---

Which structure is the most stable? The one labeled arrangement a.

---

Arrangement a

ORCA calculation (ωB97M-V/def2-TZVPD) on a molecular structure, C2H5N3S2.

The geometry in XYZ format:
```
12
C2H5N3S2 (ωB97M-V/def2-TZVPD)
N 1.388 -0.836 1.248
C 0.358 0.026 0.805
H -0.811 0.282 -0.967
C -0.295 -0.568 -0.512
H 0.748 -0.961 -2.235
H 1.327 1.861 1.241
H -0.281 0.264 1.574
S 2.241 1.097 -0.506
N 0.924 1.287 0.535
H -1.128 -1.231 0.033
N 0.546 -1.376 -1.339
S 2.408 -0.994 0.149
```

## Properties
- Highest occupied orbital energy (alpha / beta): -8.3268 / -8.1079 eV
- Total charge: 0
- Frontier orbital gap (alpha / beta): 0.2759 / 0.2704 hartree

---

Arrangement b

ORCA calculation (ωB97M-V/def2-TZVPD) on C2H5N3S2 in the gas phase.

The geometry in XYZ format:
```
12
C2H5N3S2 (ωB97M-V/def2-TZVPD)
H 0.390 -0.514 -2.208
N -0.962 -0.985 -0.786
C 0.576 0.671 1.153
N 0.668 2.060 1.599
H -0.242 2.869 1.369
H -2.063 -1.492 -0.511
N 1.473 -0.175 1.095
S -0.921 0.562 -0.116
C -0.449 -1.275 -1.970
H 1.228 2.156 2.503
H 1.093 -1.328 0.778
S -0.792 -2.550 -2.906
```

## Properties
- Highest occupied orbital energy: -8.8507 eV
- Total charge: 0
- Frontier orbital gap: 0.3291 hartree
- SMILES string: [H]/N=C(/N)SNC=S

---

Which structure is the most stable? The one labeled arrangement b.

---

Arrangement a

ORCA calculation (ωB97M-V/def2-TZVPD) on C2H5N3S2 in the gas phase.

The geometry in XYZ format:
```
12
C2H5N3S2 (ωB97M-V/def2-TZVPD)
C 1.065 -0.666 0.255
N 0.486 1.709 -0.523
H -0.051 -0.154 -1.202
C -0.226 -0.732 -0.370
H -0.555 -1.684 -0.683
N -2.626 0.376 -0.021
S 1.725 1.000 0.161
H 2.685 -1.484 0.921
N 1.750 -1.704 0.495
H 0.535 2.693 -0.415
S -1.306 0.196 0.823
H -3.482 0.450 0.558
```

## Properties
- Highest occupied orbital energy (alpha / beta): -7.8614 / -8.6516 eV
- Total charge: 0
- Frontier orbital gap (alpha / beta): 0.2474 / 0.3099 hartree

---

Arrangement b

ORCA calculation (ωB97M-V/def2-TZVPD) on C2H5N3S2 in the gas phase.

The geometry in XYZ format:
```
12
C2H5N3S2 (ωB97M-V/def2-TZVPD)
H -1.749 0.963 0.660
H -1.475 -0.604 -0.489
N 1.574 0.111 -0.478
S 1.526 -0.180 1.225
C -0.992 0.229 0.134
N -0.791 -0.814 2.291
H -0.099 -1.144 2.990
S 0.349 1.032 -1.062
H 1.734 -0.667 -1.085
H 0.057 1.057 -3.048
C -0.264 -0.298 1.273
N 0.130 0.316 -2.411
```

## Properties
- Highest occupied orbital energy: -9.0985 eV
- Total charge: 0
- Frontier orbital gap: 0.3526 hartree

---

Arrangement c

ORCA calculation (ωB97M-V/def2-TZVPD) on C2H5N3S2 in the gas phase.

The geometry in XYZ format:
```
12
C2H5N3S2 (ωB97M-V/def2-TZVPD)
N -0.503 -0.943 1.640
H -0.542 -2.123 -0.917
S -1.340 1.989 1.534
H -0.292 1.351 -0.500
C -0.085 -1.164 -0.703
N -0.801 0.972 0.289
H -0.388 -1.940 1.533
H 2.082 0.586 -2.722
H -0.251 1.980 2.321
S 1.714 0.546 -1.438
C -0.428 -0.360 0.518
N 0.833 -0.894 -1.555
```

## Properties
- Highest occupied orbital energy: -9.2002 eV
- Total charge: 0
- Frontier orbital gap: 0.3561 hartree
- SMILES string: [H]/N=C(\C=N/S)NS

---

Arrangement d

ORCA calculation (ωB97M-V/def2-TZVPD) on C2H5N3S2 in the gas phase.

The geometry in XYZ format:
```
12
C2H5N3S2 (ωB97M-V/def2-TZVPD)
N 1.448 -0.042 0.556
C -0.827 0.733 0.630
H -1.486 1.470 0.685
S 0.743 -1.485 0.141
H -1.744 -0.508 -1.648
N -1.245 -0.556 0.282
S 2.775 0.553 -0.501
H 1.090 1.825 0.989
C 0.503 0.986 0.763
H 3.501 -0.635 -0.426
H -2.601 -1.624 -0.723
N -2.156 -0.717 -0.747
```

## Properties
- Highest occupied orbital energy: -7.5959 eV
- Total charge: 0
- Frontier orbital gap: 0.2695 hartree
- SMILES string: NN1C=CN(S)S1

---

Which structure is the most stable? The one labeled arrangement c.